[1]
A cluster of 2 separate species, C4H6N2O in total. Source: OMol25; level of theory: the ωB97M-V functional and the def2-TZVPD basis.

Maximum force ... 4.8 eV/Å
Kohn-Sham gap ... 8.2 eV

CARTESIAN COORDINATES (ANGSTROEM)
N -1.862 0.689 -0.021
C -0.485 0.396 -0.194
C 0.014 -0.887 0.107
O -0.695 -2.039 0.170
N 1.359 -0.882 -0.027
C 1.790 0.436 -0.201
C 0.776 1.363 -0.390
H -2.199 0.823 -0.976
H -2.086 1.571 0.430
H -1.632 -1.759 0.188
H 1.946 -1.700 0.089
H 2.854 0.631 -0.270
H 0.216 1.028 1.140

[2]
A structure of composition C32H31BrFeN3OSb. Source: OMol25; level of theory: the ωB97M-V functional and the def2-TZVPD basis.

Maximum force ... 0.4 eV/Å
Total charge ... +2
Kohn-Sham gap (spin up / spin down) ... 8.2 / 7.3 eV
Spin multiplicity ... 5

CARTESIAN COORDINATES (ANGSTROEM)
Fe -0.760 -0.143 -1.229
C 2.483 -0.470 -4.217
C 1.770 0.118 -3.041
O 0.763 -0.449 -2.558
N 2.234 1.254 -2.540
C 1.614 1.941 -1.415
C 0.334 2.638 -1.796
C 0.343 3.986 -2.092
C -0.840 4.619 -2.452
C -2.002 3.872 -2.496
C -1.935 2.529 -2.177
N -0.800 1.910 -1.835
H 2.131 -1.483 -4.383
H 3.562 -0.471 -4.062
H 2.274 0.128 -5.106
H 3.058 1.655 -2.960
H 2.329 2.675 -1.050
H 1.472 1.228 -0.600
H 1.274 4.537 -2.036
H -0.848 5.675 -2.689
H -2.952 4.312 -2.769
H -2.834 1.925 -2.189
C 0.241 -5.788 -1.702
C -0.675 -4.614 -1.911
C -1.920 -4.748 -2.519
C -2.742 -3.649 -2.713
C -2.261 -2.440 -2.273
Br -3.242 -0.823 -2.421
N -1.090 -2.266 -1.691
C -0.309 -3.340 -1.514
H -0.322 -6.717 -1.639
H 0.816 -5.681 -0.782
H 0.947 -5.884 -2.528
H -2.255 -5.728 -2.842
H -3.715 -3.732 -3.177
H 0.638 -3.163 -1.022
C -0.752 -0.555 6.449
C 0.384 -1.139 5.903
C 0.512 -1.255 4.525
C -0.498 -0.778 3.692
C -1.637 -0.200 4.241
C -1.762 -0.084 5.619
Sb -0.305 -1.084 1.610
C 1.701 -0.383 1.421
C 2.522 -0.926 0.429
C 3.817 -0.454 0.235
C 4.302 0.576 1.031
C 3.500 1.117 2.032
C 2.211 0.637 2.230
C -1.310 0.760 0.995
C -2.698 0.657 0.808
C -3.505 1.792 0.807
C -2.930 3.038 1.021
C -1.555 3.157 1.231
C -0.754 2.030 1.219
H -0.852 -0.468 7.523
H 1.171 -1.506 6.549
H 1.407 -1.708 4.113
H -2.433 0.177 3.606
H -2.647 0.371 6.045
H 2.171 -1.741 -0.193
H 4.452 -0.906 -0.519
H 5.311 0.942 0.891
H 3.886 1.901 2.672
H 1.609 1.044 3.034
H -3.160 -0.317 0.682
H -4.576 1.701 0.671
H -3.555 3.923 1.042
H -1.119 4.132 1.418
H 0.312 2.135 1.396

[3]
A cluster of 8 separate species, C43H51N8O3 in total. Source: OMol25; level of theory: the ωB97M-V functional and the def2-TZVPD basis.

Maximum force ... 1.5 eV/Å
Total charge ... -1
Kohn-Sham gap ... 6.5 eV

CARTESIAN COORDINATES (ANGSTROEM)
C 2.820 8.028 -0.323
C 4.233 7.395 -0.260
C 4.358 6.019 -0.956
C 3.425 4.895 -0.382
N 2.805 5.221 0.919
C 3.021 4.135 1.910
C 4.498 4.110 2.437
O 5.233 5.279 2.090
C 6.611 5.025 1.891
C 2.093 4.505 3.131
O 2.190 5.638 3.589
O 1.326 3.620 3.592
H 2.923 9.097 -0.036
H 2.459 8.027 -1.368
H 2.115 7.588 0.395
H 4.908 8.087 -0.816
H 4.646 7.353 0.762
H 5.410 5.684 -0.832
H 4.209 6.104 -2.052
H 4.065 3.999 -0.232
H 2.691 4.615 -1.166
H 1.800 5.171 0.751
H 2.745 3.137 1.522
H 4.986 3.159 2.142
H 4.425 4.085 3.547
H 6.925 4.021 2.242
H 6.818 5.094 0.802
H 7.237 5.754 2.444
N 2.242 0.762 1.349
C 1.309 0.675 2.305
C 0.620 -0.498 2.596
C 0.909 -1.633 1.857
C 1.871 -1.558 0.861
C 2.505 -0.345 0.651
H 1.110 1.595 2.855
H -0.124 -0.516 3.381
H 0.391 -2.565 2.053
H 2.123 -2.424 0.261
H 3.267 -0.241 -0.116
N -1.376 4.223 -0.848
C -0.750 4.131 0.330
C -1.301 4.546 1.534
C -2.573 5.092 1.515
C -3.241 5.201 0.304
C -2.602 4.753 -0.840
H 0.245 3.698 0.296
H -0.743 4.440 2.459
H -3.039 5.429 2.433
H -4.236 5.623 0.249
H -3.087 4.814 -1.810
N 4.844 -3.548 2.710
C 5.297 -4.338 3.686
C 5.211 -4.026 5.034
C 4.623 -2.822 5.392
C 4.148 -1.985 4.396
C 4.281 -2.394 3.078
H 5.751 -5.267 3.358
H 5.593 -4.707 5.782
H 4.538 -2.540 6.434
H 3.684 -1.037 4.635
H 3.922 -1.776 2.267
N -1.729 -2.355 -3.026
C -1.896 -1.254 -3.764
C -1.355 -0.020 -3.442
C -0.600 0.085 -2.286
C -0.414 -1.043 -1.501
C -0.995 -2.230 -1.914
H -2.497 -1.383 -4.658
H -1.522 0.838 -4.080
H -0.161 1.033 -1.999
H 0.168 -1.002 -0.592
H -0.874 -3.140 -1.333
N 1.922 -2.842 -5.158
C 1.038 -3.542 -4.442
C 1.038 -4.927 -4.360
C 2.007 -5.626 -5.061
C 2.933 -4.919 -5.812
C 2.847 -3.536 -5.825
H 0.296 -2.955 -3.912
H 0.298 -5.442 -3.761
H 2.040 -6.708 -5.023
H 3.704 -5.429 -6.374
H 3.552 -2.940 -6.395
N -5.140 -4.713 0.481
C -5.797 -5.672 -0.173
C -5.631 -5.939 -1.523
C -4.732 -5.163 -2.239
C -4.038 -4.160 -1.582
C -4.277 -3.979 -0.227
H -6.492 -6.250 0.428
H -6.191 -6.732 -2.001
H -4.574 -5.339 -3.296
H -3.328 -3.533 -2.107
H -3.756 -3.209 0.331
N -11.195 -4.232 -1.132
C -9.876 -4.044 -1.220
C -8.975 -4.423 -0.237
C -9.469 -5.028 0.906
C -10.835 -5.232 1.021
C -11.649 -4.819 -0.022
H -9.537 -3.564 -2.132
H -7.916 -4.247 -0.364
H -8.797 -5.337 1.698
H -11.259 -5.701 1.899
H -12.724 -4.960 0.021

[4]
The molecule C15H31N3O3S. Source: OMol25; level of theory: the ωB97M-V functional and the def2-TZVPD basis.

Maximum force ... 1.1 eV/Å
SMILES string ... CCCS(=O)(=O)N1CCC[C@@H](C(=O)NCCN(CC)CC)C1
Kohn-Sham gap ... 9.5 eV

CARTESIAN COORDINATES (ANGSTROEM)
C -4.614 2.390 -1.619
C -5.143 1.065 -1.083
C -4.911 0.922 0.408
S -3.171 0.540 0.775
O -2.316 1.591 0.299
O -3.098 0.215 2.174
N -2.939 -0.823 -0.181
C -3.089 -2.087 0.512
C -1.833 -2.466 1.295
C -0.610 -2.442 0.382
C -0.488 -1.077 -0.302
C 0.662 -1.092 -1.302
O 0.729 -1.911 -2.199
N 1.556 -0.099 -1.138
C 2.793 -0.019 -1.877
C 3.968 -0.332 -0.940
N 3.892 0.513 0.240
C 4.248 -0.174 1.471
C 3.079 -1.005 1.993
C 4.541 1.803 0.076
C 3.814 2.891 0.861
C -1.790 -0.781 -1.057
H -5.172 3.222 -1.195
H -3.568 2.507 -1.354
H -4.712 2.428 -2.701
H -6.214 0.989 -1.290
H -4.643 0.235 -1.585
H -5.464 0.091 0.836
H -5.144 1.833 0.954
H -3.939 -1.987 1.189
H -3.318 -2.850 -0.240
H -1.706 -1.745 2.104
H -1.961 -3.459 1.730
H 0.291 -2.649 0.963
H -0.697 -3.208 -0.392
H -0.346 -0.294 0.449
H 1.537 0.468 -0.302
H 2.743 -0.745 -2.690
H 2.893 0.987 -2.294
H 3.886 -1.376 -0.632
H 4.919 -0.213 -1.482
H 5.132 -0.818 1.334
H 4.503 0.577 2.220
H 2.224 -0.364 2.187
H 3.360 -1.503 2.918
H 2.784 -1.763 1.270
H 4.515 2.065 -0.984
H 5.600 1.765 0.383
H 2.778 2.954 0.537
H 4.293 3.852 0.694
H 3.827 2.682 1.928
H -1.753 0.217 -1.493
H -1.928 -1.520 -1.852

[5]
A structure of composition C18H17O3S5Zn. Source: OMol25; level of theory: the ωB97M-V functional and the def2-TZVPD basis.

Maximum force ... 4.0 eV/Å
Total charge ... -1
Kohn-Sham gap ... 6.9 eV

CARTESIAN COORDINATES (ANGSTROEM)
Zn 9.220 13.247 4.410
C 6.932 16.059 5.095
C 8.301 15.884 5.008
C 8.727 14.716 5.786
C 7.480 14.241 6.346
C 6.405 15.040 5.945
H 6.357 16.855 4.647
H 8.944 16.502 4.392
H 9.654 14.732 6.344
H 7.361 13.297 6.852
H 5.360 14.904 6.195
C 11.705 6.923 4.533
O 10.289 6.906 4.516
C 9.580 8.034 4.514
C 8.203 7.882 4.299
C 7.383 8.996 4.255
C 7.884 10.288 4.419
C 7.043 11.447 4.247
C 5.553 11.398 4.484
O 7.504 12.551 3.728
C 9.249 10.433 4.797
O 9.722 11.562 5.289
C 10.084 9.303 4.777
H 12.001 5.866 4.488
H 12.105 7.341 5.476
H 12.104 7.459 3.657
H 7.822 6.871 4.099
H 6.307 8.869 4.075
H 5.198 10.409 4.704
H 4.986 11.814 3.664
H 5.334 11.997 5.357
H 11.135 9.523 4.985
C 12.641 16.809 3.557
S 12.358 15.830 5.061
C 12.768 14.228 4.505
C 12.063 13.367 3.581
S 10.604 13.788 2.722
S 12.889 11.866 3.278
C 14.266 12.102 4.326
S 15.471 11.018 4.610
S 14.291 13.684 5.095
H 12.185 17.807 3.704
H 12.138 16.280 2.749
H 13.703 16.913 3.344

[6]
A structure of composition C31H28N8O7S5V. Source: OMol25; level of theory: the ωB97M-V functional and the def2-TZVPD basis.

Maximum force ... 3.8 eV/Å
Total charge ... -2
Kohn-Sham gap (spin up / spin down) ... 3.8 / 4.8 eV
Spin multiplicity ... 4

CARTESIAN COORDINATES (ANGSTROEM)
V -0.188 -0.290 0.320
N 6.200 -4.246 3.272
C 5.456 -3.131 2.902
C 4.411 -3.252 1.984
C 3.748 -2.130 1.529
C 4.105 -0.880 2.005
C 5.123 -0.745 2.928
C 5.795 -1.865 3.381
S 3.446 0.576 1.196
O 3.928 0.460 -0.163
O 3.907 1.758 1.891
N 1.825 0.446 1.153
C 1.076 1.105 2.010
N 1.527 1.648 3.142
C 0.663 2.331 3.873
C -0.671 2.489 3.520
C -1.079 1.831 2.368
N -0.231 1.147 1.616
H 5.733 -5.130 3.150
H 6.696 -4.159 4.145
H 4.131 -4.226 1.608
H 2.958 -2.216 0.797
H 5.382 0.244 3.274
H 6.606 -1.759 4.090
H 1.070 2.752 4.787
H -1.363 3.061 4.119
H -2.114 1.824 2.044
S -0.146 -1.745 2.193
S -0.715 -3.569 1.551
S 1.016 -4.699 1.152
S 1.596 -4.546 -0.724
O -0.587 -1.545 -0.780
C -1.552 -2.126 -1.330
C -2.898 -1.755 -1.060
C -3.970 -2.280 -1.777
C -5.272 -1.851 -1.526
C -5.511 -0.948 -0.471
C -4.475 -0.433 0.252
C -3.117 -0.754 -0.046
O -2.168 -0.152 0.561
N -6.322 -2.294 -2.326
O -7.486 -1.912 -2.075
O -6.065 -3.046 -3.289
H -1.349 -2.914 -2.066
H -3.794 -3.013 -2.547
H -6.535 -0.673 -0.262
H -4.663 0.258 1.064
N 6.352 -4.425 -7.278
C 5.767 -3.818 -6.482
C 5.059 -3.074 -5.543
C 4.031 -3.659 -4.773
C 3.304 -2.912 -3.883
C 3.571 -1.540 -3.725
C 4.626 -0.967 -4.451
C 5.354 -1.709 -5.343
N 2.792 -0.742 -2.891
C 2.697 0.627 -2.924
C 1.794 0.977 -1.968
N 1.333 -0.138 -1.357
C 1.945 -1.152 -1.918
H 3.820 -4.711 -4.898
H 2.529 -3.389 -3.304
H 4.876 0.070 -4.288
H 6.164 -1.255 -5.898
H 3.256 1.232 -3.605
H 1.453 1.951 -1.681
H 1.810 -2.184 -1.650
C -3.258 1.845 -2.409
C -3.085 2.680 -1.130
C -1.570 2.883 -1.090
O -1.048 1.666 -1.565
C -1.836 1.305 -2.679
H -3.601 2.462 -3.240
H -3.968 1.035 -2.256
H -3.387 2.099 -0.259
H -3.643 3.616 -1.146
H -1.164 3.062 -0.094
H -1.275 3.710 -1.762
H -1.797 0.218 -2.773
H -1.416 1.766 -3.590

[7]
A structure of composition C50H49N11S3W. Source: OMol25; level of theory: the ωB97M-V functional and the def2-TZVPD basis.

Maximum force ... 0.5 eV/Å
Total charge ... +4
Kohn-Sham gap (spin up / spin down) ... 6.7 / 7.7 eV
Spin multiplicity ... 3

CARTESIAN COORDINATES (ANGSTROEM)
W -0.117 -0.348 0.511
C -0.054 -4.725 1.645
C 1.292 -5.055 1.596
C 2.202 -4.081 1.218
C 1.747 -2.805 0.926
N 0.444 -2.468 1.021
C -0.427 -3.429 1.350
C 2.617 -1.733 0.412
C 3.990 -1.841 0.265
C 4.704 -0.776 -0.261
C 4.027 0.373 -0.646
C 2.661 0.425 -0.472
N 1.968 -0.602 0.058
H -0.805 -5.457 1.906
H 1.627 -6.056 1.832
H 3.251 -4.325 1.144
H -1.474 -3.159 1.365
H 4.507 -2.740 0.566
H 5.779 -0.845 -0.369
H 4.547 1.220 -1.069
H 2.083 1.299 -0.753
N -0.857 -1.059 -1.187
S -1.519 -1.574 -2.406
N -1.501 -0.608 -3.687
S -1.223 0.919 -3.560
N -1.963 1.777 -2.513
S -1.803 2.095 -0.947
N -0.832 1.432 -0.031
C -3.468 1.875 -0.378
C -3.716 2.269 0.934
C -4.993 2.122 1.445
C -6.005 1.586 0.652
C -5.742 1.204 -0.655
C -4.466 1.353 -1.186
C -1.547 3.843 -0.944
C -2.436 4.655 -1.640
C -2.223 6.023 -1.633
C -1.137 6.556 -0.945
C -0.264 5.729 -0.250
C -0.468 4.356 -0.239
C 0.523 1.186 -3.479
C 0.979 2.464 -3.169
C 2.326 2.745 -3.335
C 3.188 1.764 -3.815
C 2.717 0.489 -4.107
C 1.372 0.191 -3.949
C -1.742 1.559 -5.109
C -1.774 0.713 -6.213
C -2.106 1.259 -7.441
C -2.384 2.616 -7.552
C -2.336 3.444 -6.436
C -2.007 2.921 -5.196
C -3.236 -1.925 -2.170
C -4.133 -1.795 -3.223
C -5.461 -2.141 -3.011
C -5.873 -2.607 -1.770
C -4.965 -2.721 -0.723
C -3.638 -2.380 -0.921
C -0.801 -3.057 -3.038
C -1.459 -3.816 -3.999
C -0.834 -4.953 -4.484
C 0.424 -5.314 -4.013
C 1.066 -4.543 -3.051
C 0.453 -3.404 -2.552
H -2.927 2.725 1.521
H -5.220 2.462 2.448
H -7.007 1.494 1.049
H -6.536 0.813 -1.276
H -4.263 1.087 -2.213
H -3.286 4.232 -2.163
H -2.906 6.677 -2.159
H -0.978 7.626 -0.945
H 0.572 6.155 0.286
H 0.191 3.688 0.300
H 0.297 3.239 -2.841
H 2.696 3.740 -3.125
H 4.230 2.003 -3.983
H 3.391 -0.265 -4.492
H 0.987 -0.785 -4.219
H -1.551 -0.340 -6.118
H -2.146 0.624 -8.315
H -2.642 3.033 -8.516
H -2.557 4.498 -6.532
H -1.973 3.556 -4.321
H -3.809 -1.430 -4.188
H -6.171 -2.055 -3.823
H -6.907 -2.889 -1.618
H -5.294 -3.092 0.239
H -2.915 -2.471 -0.121
H -2.441 -3.542 -4.361
H -1.329 -5.561 -5.228
H 0.904 -6.204 -4.397
H 2.045 -4.833 -2.693
H 0.936 -2.788 -1.805
C -3.268 1.127 4.813
N -2.980 0.273 3.651
C -3.973 -0.727 3.248
C -1.836 0.356 2.990
N -1.456 -0.543 2.089
N -1.023 1.429 3.271
C 0.345 1.486 3.050
N 0.997 2.372 3.814
N 0.892 0.750 2.134
H -4.176 0.770 5.286
H -3.437 2.166 4.515
H -2.467 1.065 5.549
H -4.922 -0.479 3.712
H -3.687 -1.728 3.578
H -4.106 -0.699 2.164
H -1.997 -1.393 2.168
H -1.412 2.151 3.858
H 0.609 2.719 4.677
H 1.983 2.528 3.679
H 1.904 0.806 2.155